Computed, not measured: C22H35NO4P2W as an isolated structure in a non-equilibrium geometry, with ωB97M-V with the def2-TZVPD basis set.

CARTESIAN COORDINATES (ANGSTROEM)
W (-1.22, 0.16, -1.96)
P (-1.58, 2.18, -0.80)
P (-0.73, -1.90, -1.00)
O (1.90, -1.65, 3.74)
O (3.63, -0.59, 0.21)
O (1.80, -0.66, 1.53)
O (0.47, 1.76, 3.12)
N (-2.57, -0.07, -3.02)
C (1.75, 2.10, 3.07)
C (-1.78, 2.62, 0.94)
C (3.18, -1.79, 3.64)
C (2.60, 1.85, 4.24)
C (-0.31, 3.37, -1.37)
C (-4.90, -0.62, -3.42)
C (-5.92, -0.82, -4.35)
C (0.96, -2.13, -1.65)
C (-3.11, 2.89, -1.55)
C (-5.71, -0.55, -5.71)
C (5.33, -2.18, 4.71)
C (-1.74, -3.10, -1.95)
C (-0.68, -2.60, 0.66)
C (3.12, -0.85, 1.29)
C (5.28, -1.33, 2.44)
C (-3.63, -0.20, -3.88)
C (-4.46, -0.07, -6.14)
C (3.89, -1.38, 2.45)
C (-3.43, 0.13, -5.23)
C (2.32, 2.60, 1.80)
C (6.00, -1.71, 3.57)
C (3.95, -2.26, 4.74)
H (1.65, -1.11, 2.53)
H (-2.78, -3.09, -1.58)
H (1.67, 3.35, 1.32)
H (-3.06, 2.91, -2.65)
H (-0.87, 2.45, 1.53)
H (5.77, -0.98, 1.53)
H (7.09, -1.64, 3.57)
H (-4.30, 0.15, -7.19)
H (-5.03, -0.80, -2.35)
H (-0.51, -3.69, 0.60)
H (-1.63, -2.42, 1.17)
H (-1.34, -4.11, -1.81)
H (2.16, 1.10, 4.91)
H (-6.52, -0.70, -6.42)
H (-2.45, 0.52, -5.53)
H (-2.07, 3.69, 1.00)
H (0.68, 3.11, -0.96)
H (-6.89, -1.17, -4.01)
H (1.01, -1.93, -2.73)
H (-0.25, 3.41, -2.46)
H (1.69, -1.50, -1.12)
H (3.58, 1.47, 3.93)
H (5.89, -2.50, 5.59)
H (3.40, -2.63, 5.60)
H (2.75, 2.77, 4.82)
H (-3.22, 3.92, -1.18)
H (-1.77, -2.89, -3.02)
H (3.30, 3.06, 2.02)
H (-2.59, 2.02, 1.39)
H (1.23, -3.19, -1.49)
H (-3.99, 2.30, -1.25)
H (0.96, 0.93, 2.81)
H (2.48, 1.75, 1.11)
H (0.14, -2.14, 1.24)
H (-0.60, 4.38, -1.01)

Results
* energy relative to the best compared isomer or geometry (same formula, charge and spin): 98.7 kcal/mol
* charge: 0
* LUMO energy (spin up / spin down): -2.820 / -2.880 eV
* frontier orbital gap (spin up / spin down): 0.098 / 0.098 hartree
* E_HOMO (spin up / spin down): -0.20153 / -0.20429 Ha
* calculated total energy: -1964.5802 Eh
* 2S+1: 3

Atomic partial charges in e from the natural (NBO) method, atoms 1 to 6: number 1, W, carries 0.427; number 2, P, carries 0.890; number 3, P, carries 0.900; number 4, O, carries -0.765; number 5, O, carries -0.640; number 6, O, carries -0.802

Computed, not measured: a 3-piece molecular cluster, C22H35O10PS overall in a non-equilibrium geometry, with ωB97M-V with the def2-TZVPD basis set.

CARTESIAN COORDINATES (ANGSTROEM)
S (6.48, -3.75, -1.75)
P (1.13, 1.71, -0.81)
O (3.94, 0.83, -2.06)
O (-0.76, 8.67, -0.48)
O (2.50, 2.07, 0.18)
O (1.27, 2.56, -2.31)
O (0.80, 5.98, -0.18)
O (-0.60, -5.21, 1.96)
O (3.49, -4.52, -2.74)
O (-1.03, 6.49, -2.59)
O (-3.64, -4.94, 2.68)
O (-2.07, -7.50, 3.33)
C (-4.88, -4.98, 1.99)
C (1.07, -0.16, -1.20)
C (-2.32, -6.35, 4.15)
C (3.55, -3.37, -2.23)
C (-0.49, 10.00, -0.89)
C (-0.42, -2.40, -1.41)
C (4.96, -2.66, -1.87)
C (2.21, -2.56, -1.86)
C (-3.66, -5.67, 3.90)
C (-1.98, 8.17, -1.03)
C (0.83, -3.26, -1.76)
C (1.09, 5.71, -1.56)
C (2.30, -1.01, -1.60)
C (5.09, -1.27, -1.64)
C (3.76, -0.38, -1.77)
C (0.63, -4.76, 2.48)
C (-0.31, -0.88, -1.10)
C (-1.89, -7.27, 1.94)
C (0.69, 4.80, 0.60)
C (0.37, 6.71, -2.46)
C (-0.58, -6.58, 1.57)
C (-1.83, 6.71, -1.43)
H (-2.29, 8.76, -1.90)
H (1.00, -5.43, 3.26)
H (0.28, 5.09, 1.57)
H (0.78, 6.59, -3.47)
H (0.52, 2.20, -2.84)
H (0.58, 7.74, -2.16)
H (0.01, 4.08, 0.15)
H (0.54, 10.23, -0.59)
H (-1.45, -2.88, -1.36)
H (-1.87, -8.26, 1.48)
H (-1.17, 10.70, -0.39)
H (0.25, -7.11, 2.04)
H (-0.44, -6.61, 0.49)
H (6.09, -0.79, -1.39)
H (0.79, 4.70, -1.83)
H (-0.55, 10.11, -1.97)
H (2.17, 5.81, -1.68)
H (-2.75, 8.26, -0.25)
H (-1.24, -0.26, -0.81)
H (1.68, 4.35, 0.75)
H (1.37, -4.67, 1.67)
H (0.74, -4.38, -1.96)
H (-2.75, -6.75, 1.50)
H (-5.23, -6.01, 1.88)
H (0.48, -3.78, 2.93)
H (-4.46, -6.42, 3.89)
H (2.63, 1.35, 0.85)
H (-1.49, -5.64, 4.08)
H (-2.83, 6.34, -1.70)
H (-2.32, -6.72, 5.18)
H (-4.72, -4.57, 0.99)
H (-5.62, -4.37, 2.50)
H (-3.87, -4.95, 4.70)
H (6.96, -3.73, -3.05)
H (-1.50, 6.09, -0.60)

Results
* charge: 0
* LUMO energy: -1.719 eV
* frontier orbital gap: 0.251 hartree
* E_HOMO: -0.31448 Ha
* calculated total energy: -2350.8985 Eh
* SMILES: O=C1C(S)=CC(=O)c2c1cccc2P(O)O.COCCOCCOC.COCCOCCOC
* 2S+1: 1

Atomic partial charges in e from the natural (NBO) method, atoms 1 to 6: number 1, S, carries -0.019; number 2, P, carries 1.320; number 3, O, carries -0.490; number 4, O, carries -0.546; number 5, O, carries -0.972; number 6, O, carries -0.964